DFT (ωB97M-V/def2-TZVPD) results for C15H12Cl3N2O3PtSi as an isolated structure.

Atoms and positions in Å:
1 C 2.41760 -3.73380 -0.30515
2 C 4.74966 -3.12113 0.06881
3 H -0.10585 -5.76417 -0.74609
4 C 2.75048 -0.16257 0.85921
5 Pt 0.06901 -0.30357 0.01233
6 C 4.37768 -1.87267 0.49336
7 O -0.61502 1.53642 0.32852
8 H 4.04968 -5.02361 -0.65126
9 H -0.01139 -4.60043 0.59203
10 C 0.20687 -4.76362 -0.46270
11 H -0.79976 7.40478 1.72381
12 N 1.52146 1.81525 1.11646
13 H 5.79022 -3.41069 0.04154
14 C 2.01523 -2.44069 0.08813
15 C -0.56569 6.36419 1.54258
16 Si 0.46853 -0.11266 -2.26547
17 O 0.71479 -2.13521 0.09345
18 C 0.75897 5.94558 1.53386
19 H -0.32145 -4.03276 -1.07036
20 N 1.63327 0.49605 0.76661
21 C 1.06264 4.61548 1.30602
22 C 0.03340 3.70259 1.07995
23 C -1.29467 4.12302 1.08306
24 H 1.55435 6.65826 1.70357
25 C 0.34225 2.28875 0.83202
26 C 3.01438 -1.51234 0.49465
27 C 3.77241 -4.03024 -0.32236
28 Cl 2.18689 -0.89985 -2.88564
29 H 2.09006 4.27884 1.29925
30 Cl -1.19033 -1.22501 -2.59469
31 H 5.11389 -1.14811 0.81418
32 H -2.62025 5.78410 1.33081
33 O 1.61383 -4.73792 -0.70831
34 C -1.59031 5.45480 1.31975
35 H 3.55811 0.44364 1.25849
36 H -2.08590 3.40819 0.90568
37 Cl 0.25285 1.79744 -2.81644

Net charge: +1
ΔE to the lowest compared entry with this formula, charge and spin, eV: 0.000

Results of the Mulliken charge analysis, in e, for atoms 1 through 5: number 1, C, carries 0.48; number 2, C, carries -0.78; number 3, H, carries 0.30; number 4, C, carries -0.23; number 5, Pt, carries 1.46

=====

DFT (ωB97M-V/def2-TZVPD) results for a 4-piece molecular cluster, C15H12F25O3 overall.

Atoms and positions in Å:
1 F -0.01872 5.30707 -0.75609
2 O -2.31795 -2.52891 3.50953
3 F 2.46064 -1.88696 2.65731
4 F 2.04254 3.67677 -0.19895
5 C 0.57583 -0.23802 -3.26554
6 H 4.28436 1.79657 -4.80675
7 C -0.83656 -0.16463 -3.84220
8 C 0.78740 3.17865 -0.10692
9 F 3.44675 -0.30417 -3.38539
10 F 0.45065 2.62635 -1.27693
11 C -2.60870 0.28087 1.00015
12 F 2.49034 1.63626 -3.04619
13 C -1.52466 -3.62774 5.40681
14 H -1.64929 -2.77344 6.08200
15 C -0.17889 4.33886 0.16860
16 F -3.20476 -0.32379 -0.05276
17 F 3.74205 0.32217 -6.04533
18 C -2.16995 -1.95547 2.20320
19 C 1.57384 0.22203 1.86176
20 F -0.01397 4.90877 1.38477
21 F 3.59942 -0.83558 1.11427
22 H 0.83112 0.29644 -2.35396
23 C 1.44251 1.08695 0.61226
24 C -2.78150 -0.55183 2.28940
25 F -1.00408 0.87915 -4.68641
26 F 0.39716 -0.12942 2.42072
27 F -0.95119 -4.25849 3.21880
28 O 1.49659 0.05913 -4.32609
29 H 1.01045 0.53556 -0.22370
30 H -1.55171 0.39916 0.74932
31 H -1.19853 3.94239 0.13619
32 F -2.15522 0.09055 3.30764
33 C 3.38120 1.27388 -5.13450
34 F -0.14809 -2.37169 4.00398
35 F -1.67850 1.03603 -1.91726
36 C -1.22310 -3.16973 3.98112
37 F 2.61072 2.18144 -5.78439
38 C 2.66222 0.63784 -3.93756
39 H 0.74409 -1.28061 -2.98267
40 H 2.47688 1.37283 0.40202
41 F 2.28029 0.94904 2.79336
42 F -3.15506 0.06601 -3.18545
43 O 0.67801 2.25789 0.89152
44 H -1.13002 -1.87429 1.88395
45 C -1.86781 -0.07542 -2.71047
46 F -0.19768 -1.72469 -0.42167
47 H 1.77458 -1.57213 0.76986
48 F -2.67136 -4.35132 5.42908
49 H -1.86882 -0.92925 -2.02286
50 F -3.17312 1.50589 1.17262
51 F -4.10736 -0.61425 2.57564
52 C 2.34238 -1.09421 1.58251
53 H -2.67126 -2.58406 1.47077
54 F -1.02299 -1.30077 -4.56042
55 F -0.50117 -4.34371 5.95129

Energy, eV: -89832.7692
Net charge: -1

Results of the Mulliken charge analysis, in e, for atoms 1 through 5: number 1, F, carries -0.28; number 2, O, carries -0.39; number 3, F, carries -0.28; number 4, F, carries -0.32; number 5, C, carries 0.20

=====

DFT (ωB97M-V/def2-TZVPD) results for C15H13AsN4O14SW as an isolated structure.

Atoms and positions in Å:
1 C -0.11353 -3.23389 -1.52513
2 C 2.25964 4.78219 -3.25327
3 H 2.28339 5.63395 -3.91647
4 H 0.32134 4.08466 -3.92949
5 O 3.76871 1.26086 0.59286
6 O 1.87305 -1.88795 -0.01126
7 O -1.20783 2.06798 -3.33443
8 O -0.12105 -1.95354 -1.73054
9 N 0.96418 -3.81448 -1.00271
10 As 2.55249 0.85757 -0.58523
11 C 1.16872 2.83245 -2.41297
12 O 0.40765 0.35355 -2.41184
13 H -2.03271 -3.40182 -2.13615
14 C -2.82436 -1.12200 -0.22201
15 N 0.25348 -1.04151 3.56131
16 H -4.74492 -0.24255 1.75134
17 C -1.42648 -1.01264 1.71759
18 O -0.54731 -1.56810 0.78029
19 H 3.46065 1.76262 1.37031
20 S -0.21714 1.81342 -2.37553
21 C 2.17049 -3.03048 -0.78474
22 C -3.72902 -0.40137 2.08802
23 O -0.58322 1.72861 -0.89436
24 H 4.15857 3.27800 -0.88338
25 O -5.52849 0.45425 3.87966
26 H 1.88618 -2.04029 0.95489
27 H 2.90570 -3.66140 -0.28154
28 O 1.00584 0.64574 0.58951
29 N -4.44726 0.23911 4.36141
30 O 1.12301 -1.29761 2.73919
31 O -1.95474 -0.25181 -0.91168
32 W -0.06554 -0.28934 -0.55481
33 C -2.10887 -0.37602 3.92462
34 O -4.13235 0.35257 5.51499
35 H 0.97682 -4.81166 -0.83516
36 H 2.57929 -2.67184 -1.73896
37 H 4.14397 5.22610 -2.37419
38 C -1.11542 -0.79492 3.04433
39 O -3.37882 -2.05141 -0.70173
40 C -2.70781 -0.80659 1.24001
41 C 3.30045 4.54969 -2.38957
42 C 2.22755 2.55623 -1.51711
43 C 3.30085 3.43717 -1.52910
44 C 1.16016 3.91347 -3.27295
45 H -1.89576 -0.21199 4.97288
46 H -1.23623 -4.91904 -1.82028
47 C -3.38549 -0.19178 3.42127
48 O 0.44347 -0.83086 4.71674
49 N -1.19130 -3.91332 -1.88459

Net charge: +2
ΔE to the lowest compared entry with this formula, charge and spin, eV: 0.287

Results of the Mulliken charge analysis, in e, for atoms 1 through 5: number 1, C, carries 0.65; number 2, C, carries -0.68; number 3, H, carries 0.44; number 4, H, carries 0.54; number 5, O, carries -0.56

=====

DFT (ωB97M-V/def2-TZVPD) results for C15H13CrN4O5S2 as an isolated structure.

Atoms and positions in Å:
1 S 1.57518 1.73864 0.42196
2 C -1.30124 -1.02735 1.47575
3 C 0.60881 -0.60955 -3.94244
4 C -1.03186 -2.32934 0.84015
5 C 0.29438 -0.89040 -6.69450
6 H 1.25373 4.64389 0.40274
7 Cr 0.99850 -0.52040 -0.05507
8 H 1.15340 -3.40338 -1.33852
9 N 3.16710 -1.26872 1.36325
10 H -2.58641 -3.41729 1.81761
11 H 1.98122 -2.22277 -4.09037
12 O -0.01296 0.04718 -1.70970
13 C -0.37866 -4.64879 -0.43292
14 N -0.51460 -0.06594 1.18296
15 C -1.43335 -4.64141 0.45956
16 H 1.70002 -2.51336 -6.54282
17 H -1.05515 0.77239 -6.55355
18 C 1.30513 -1.58874 -4.64880
19 O 3.41064 -0.74848 0.29286
20 S -0.15579 3.59306 2.05774
21 H 2.16588 4.21558 1.87302
22 H 1.03416 5.58720 1.89337
23 O 1.89138 -1.32652 1.59058
24 O -0.89529 1.23325 -3.97381
25 C 1.22202 4.59366 1.48824
26 H -1.40094 1.75523 -4.60684
27 H -2.12759 -0.86773 2.15998
28 H -1.99288 -5.54693 0.65454
29 H -0.08566 -5.54940 -0.95284
30 C -0.24295 0.25134 -4.64174
31 O 1.80174 -1.12542 -1.94040
32 N -0.75189 1.16216 1.72697
33 C 0.19082 2.02268 1.38704
34 C 0.31685 -3.46964 -0.65581
35 C 1.15341 -1.74512 -6.01412
36 H 0.16116 -0.99070 -7.76423
37 C 0.81182 -0.54555 -2.47546
38 C -1.77004 -3.46225 1.10994
39 C -0.39327 0.10073 -6.01786
40 N -0.01082 -2.34060 -0.03587

Spin multiplicity: 4
ΔE to the lowest compared entry with this formula, charge and spin, eV: 0.051

Results of the Mulliken charge analysis, in e, for atoms 1 through 5: number 1, S, carries -0.25; number 2, C, carries -0.65; number 3, C, carries -0.07; number 4, C, carries 0.86; number 5, C, carries -0.44

=====

DFT (ωB97M-V/def2-TZVPD) results for C15H13CuO5 as an isolated structure.

Atoms and positions in Å:
1 C -10.61028 12.26359 -12.46207
2 O -14.13833 15.47065 -12.67147
3 C -16.68961 13.00258 -10.26121
4 C -11.93846 12.59586 -12.31156
5 H -10.79846 18.31161 -14.77687
6 C -14.63426 13.43570 -11.57752
7 H -16.54807 11.08249 -9.20031
8 H -14.55668 10.36973 -10.29581
9 H -16.32125 14.75498 -11.51577
10 C -11.50312 14.83549 -13.33178
11 H -13.24770 20.74467 -9.71145
12 O -11.72446 18.02125 -14.88977
13 O -12.54359 10.49480 -11.57462
14 C -13.73885 14.34382 -12.48144
15 C -15.92782 13.84372 -11.09008
16 H -17.60672 13.32729 -9.79230
17 C -14.98200 11.34158 -10.49829
18 C -12.36387 13.90331 -12.72900
19 O -14.88259 18.42369 -14.65627
20 C -14.13405 12.17745 -11.21924
21 C -16.21475 11.74805 -9.98283
22 H -9.49533 15.19930 -13.75996
23 C -9.78174 13.17262 -13.09878
24 H -15.34638 17.57643 -14.50939
25 H -11.67936 21.27303 -10.31940
26 C -10.16620 14.40553 -13.46624
27 H -11.66745 15.85498 -13.64806
28 O -12.92984 20.17293 -11.64858
29 Cu -13.21363 18.30530 -13.10028
30 H -13.06845 22.10273 -10.92599
31 H -8.80915 12.80914 -13.39603
32 C -12.72496 21.12462 -10.58922
33 C -12.82740 11.59577 -11.72793
34 H -10.06422 11.36155 -12.22852

Net charge: -2
ΔE to the lowest compared entry with this formula, charge and spin, eV: 1.404

Results of the Mulliken charge analysis, in e, for atoms 1 through 5: number 1, C, carries -0.63; number 2, O, carries -0.44; number 3, C, carries -0.46; number 4, C, carries 0.39; number 5, H, carries 0.12

=====

DFT (ωB97M-V/def2-TZVPD) results for an isolated molecule of C15H13F3N4O3.

Atoms and positions in Å:
1 H -1.68387 1.88683 -2.94809
2 H -2.87667 0.84218 -2.12408
3 H -1.52523 -0.85765 -1.67771
4 N -2.67974 2.70203 -1.31335
5 H -2.94503 5.58796 0.11409
6 O 2.22174 -5.27523 1.52010
7 C -0.91808 1.01582 -1.13906
8 C -5.50066 4.06817 0.31953
9 F -5.48457 5.19934 1.04400
10 F -6.45777 4.23691 -0.61372
11 C 1.36639 -0.85771 -0.52281
12 C 1.68810 -3.11191 0.45210
13 O 4.16823 -4.57654 2.53467
14 O -0.23181 1.72598 -0.43961
15 C 3.32844 -1.38645 0.91070
16 C 2.15264 -1.79573 0.28826
17 H 0.77515 -3.42907 -0.01932
18 N 0.12293 -1.13197 -0.62637
19 H 4.98566 -1.92427 2.18731
20 C 2.44123 -3.95767 1.22051
21 H 1.59042 0.50103 -2.14002
22 C 2.06627 0.28777 -1.18252
23 C 3.29210 -5.66963 2.35059
24 H 3.11430 0.05684 -1.34868
25 C 3.62436 -3.53727 1.83771
26 N -0.75397 -0.31850 -1.30504
27 H 3.66123 -0.36600 0.81061
28 C 4.08161 -2.24903 1.70066
29 N -3.92797 2.62572 -0.88744
30 F -5.94217 3.09893 1.13517
31 H 2.90188 -5.99671 3.32762
32 H 3.83818 -6.50287 1.88058
33 C -4.16823 3.77587 -0.27273
34 C -2.08650 1.57926 -1.97592
35 C -2.09778 3.87062 -0.98490
36 C -3.03883 4.60785 -0.30303
37 H 1.97953 1.18701 -0.57239
38 H -1.08149 4.08812 -1.23741

SMILES string: C/C(=N\NC(=O)Cn1ccc(C(F)(F)F)n1)c1ccc2c(c1)OCO2
ΔE to the lowest compared entry with this formula, charge and spin, eV: 0.000

Results of the Mulliken charge analysis, in e, for atoms 1 through 5: number 1, H, carries 0.23; number 2, H, carries 0.38; number 3, H, carries 0.29; number 4, N, carries 0.99; number 5, H, carries 0.43